{"formula": "C52H78O39", "method": "ωB97M-V/def2-TZVPD", "elements": ["C", "C", "C", "O", "C", "O", "O", "H", "H", "H", "H", "H", "H", "C", "C", "C", "O", "C", "O", "O", "H", "H", "H", "H", "H", "H", "C", "C", "C", "O", "C", "O", "O", "H", "H", "H", "H", "H", "H", "C", "C", "C", "O", "C", "O", "O", "H", "H", "H", "H", "H", "H", "C", "C", "C", "O", "C", "O", "O", "H", "H", "H", "H", "H", "H", "C", "C", "C", "O", "C", "O", "O", "H", "H", "H", "H", "H", "H", "C", "C", "C", "O", "C", "O", "O", "H", "H", "H", "H", "H", "H", "C", "C", "C", "O", "C", "O", "O", "H", "H", "H", "H", "H", "H", "C", "C", "C", "O", "C", "O", "O", "H", "H", "H", "H", "H", "H", "C", "C", "C", "O", "C", "O", "O", "H", "H", "H", "H", "H", "H", "C", "C", "C", "O", "C", "O", "O", "H", "H", "H", "H", "H", "H", "C", "C", "C", "O", "C", "O", "O", "H", "H", "H", "H", "H", "H", "C", "C", "C", "O", "C", "O", "O", "H", "H", "H", "H", "H", "H"], "coordinates": [[6.28879, -1.94716, 1.57251], [6.74754, -0.50056, 1.24439], [5.73218, 0.21253, 0.44440], [5.50582, 1.47572, 1.07291], [6.16418, 1.48648, 2.18290], [6.18982, 2.44185, 2.98453], [6.70913, 0.23760, 2.45220], [6.25390, -2.67009, 0.75749], [5.29760, -2.01758, 2.02048], [6.98796, -2.27927, 2.33996], [7.76282, -0.50027, 0.84776], [4.75263, -0.25637, 0.35104], [6.16936, 0.47230, -0.51971], [5.55204, -1.69310, 5.23623], [4.14267, -1.20845, 5.34008], [3.95024, 0.27830, 5.26276], [2.85236, 0.45614, 4.44448], [2.74607, -0.66136, 3.70527], [2.06684, -0.78895, 2.69233], [3.40324, -1.71095, 4.23476], [6.18989, -1.53416, 6.10571], [5.94430, -1.22125, 4.33534], [5.50431, -2.77816, 5.14422], [3.76066, -1.56410, 6.29700], [4.77616, 0.91379, 4.94320], [3.80132, 0.69864, 6.25737], [-0.56089, -1.22486, -0.54161], [0.12037, 0.12664, -0.10753], [1.62261, 0.17419, -0.33606], [1.73681, 1.15427, -1.35834], [0.64436, 1.78669, -1.53546], [0.53233, 2.68693, -2.33706], [-0.39214, 1.17216, -0.96600], [-1.64972, -1.20687, -0.58875], [-0.30612, -1.92952, 0.25000], [-0.19839, -1.59702, -1.49984], [-0.15570, 0.29324, 0.93369], [1.96822, -0.78176, -0.72951], [2.13760, 0.50825, 0.56465], [4.47888, 2.08216, -2.70735], [3.56329, 2.51936, -3.85354], [3.74408, 3.98083, -4.19097], [3.99234, 4.00595, -5.56074], [4.16906, 2.75144, -6.01428], [4.32052, 2.37833, -7.16472], [4.07104, 1.94432, -4.98768], [5.52692, 2.34635, -2.84852], [4.38738, 1.01740, -2.49285], [4.20047, 2.46265, -1.72459], [2.52866, 2.22217, -3.68228], [4.58914, 4.36612, -3.62041], [2.78735, 4.44629, -3.95410], [1.88705, 3.98908, 4.30463], [0.64984, 3.82217, 3.46403], [0.72077, 2.69540, 2.46837], [-0.37772, 1.88313, 2.78915], [-0.92756, 2.27725, 3.89304], [-1.90717, 1.74022, 4.43757], [-0.37947, 3.43248, 4.32675], [2.65516, 4.30789, 3.60002], [2.30029, 3.06329, 4.70493], [1.65195, 4.67151, 5.12140], [0.42177, 4.77806, 2.99249], [1.62247, 2.10725, 2.63902], [0.73622, 2.95920, 1.41089], [-0.68924, 5.08608, -4.53447], [-0.68979, 5.65176, -5.97969], [-1.80700, 6.72015, -6.22907], [-1.18146, 7.56667, -7.21434], [0.14062, 7.44374, -7.07724], [0.95275, 8.25573, -7.50498], [0.45324, 6.41052, -6.24255], [-0.95073, 5.90444, -3.86365], [0.33807, 4.80891, -4.29802], [-1.40749, 4.29217, -4.32970], [-0.72272, 4.83878, -6.70500], [-2.04634, 7.29683, -5.33561], [-2.72472, 6.25547, -6.58957], [-3.57193, 2.39181, -1.66778], [-3.79101, 1.66624, -0.37941], [-2.86192, 1.88243, 0.75216], [-3.70524, 2.31561, 1.77124], [-4.97632, 2.24751, 1.34401], [-5.94096, 2.48355, 2.09360], [-5.01397, 2.03862, 0.07611], [-2.75039, 1.97403, -2.24970], [-3.38681, 3.44156, -1.44005], [-4.42495, 2.36055, -2.34563], [-3.92968, 0.60361, -0.57861], [-2.14160, 2.65575, 0.48529], [-2.33966, 0.95949, 1.00420], [-1.57378, -5.13092, 0.74890], [-2.63455, -5.83084, 1.66563], [-2.00260, -6.81817, 2.61304], [-2.24753, -6.32592, 3.93494], [-3.11641, -5.29032, 3.86561], [-3.57134, -4.68673, 4.85428], [-3.24234, -4.93698, 2.59421], [-0.72234, -4.81732, 1.35290], [-2.01905, -4.24144, 0.30318], [-1.26355, -5.86935, 0.00959], [-3.43736, -6.25875, 1.06522], [-0.94749, -7.03110, 2.44123], [-2.72195, -7.63398, 2.54185], [-6.39575, -0.25195, 4.64082], [-5.31690, -1.27732, 4.28210], [-5.84092, -2.46947, 3.47769], [-5.11668, -2.32959, 2.30674], [-4.30553, -1.26097, 2.33997], [-3.58834, -0.98188, 1.42048], [-4.45475, -0.58023, 3.44403], [-6.02628, 0.46067, 5.37822], [-7.31881, -0.68084, 5.03083], [-6.60252, 0.19790, 3.66974], [-4.83285, -1.54253, 5.22203], [-6.90689, -2.33894, 3.29121], [-5.58563, -3.41541, 3.95532], [2.19478, -3.49939, 0.99097], [2.41237, -3.70346, -0.52522], [3.30848, -4.87797, -0.78051], [2.57606, -5.54492, -1.78388], [1.34129, -5.06078, -1.94602], [0.47767, -5.56925, -2.62975], [1.21521, -4.06758, -1.14117], [3.13129, -3.30453, 1.51354], [1.64350, -4.38729, 1.30054], [1.54466, -2.64085, 1.15934], [2.80167, -2.74279, -0.86234], [3.56549, -5.52874, 0.05528], [4.20745, -4.37573, -1.13786], [-0.94559, -1.91416, 3.85290], [-0.43639, -1.64365, 5.17901], [-1.53678, -1.01742, 6.10682], [-1.34669, -1.84519, 7.22983], [-0.64785, -2.98266, 6.92458], [-0.49418, -3.99219, 7.57680], [-0.22995, -2.93380, 5.66834], [-0.23305, -2.45346, 3.22877], [-1.09276, -0.94534, 3.37557], [-1.92807, -2.38602, 3.83973], [0.53112, -1.14727, 5.10390], [-2.56568, -1.03438, 5.74742], [-1.25095, 0.00385, 6.35864], [-3.51380, -1.38324, -2.73198], [-4.64601, -0.81402, -3.64136], [-4.27719, -0.66790, -5.08128], [-5.45503, -1.01063, -5.72829], [-6.20028, -1.67476, -4.94068], [-7.23871, -2.24449, -5.21222], [-5.67064, -1.77205, -3.70839], [-2.80477, -0.59750, -2.47123], [-3.04632, -2.25413, -3.19146], [-3.87450, -1.60623, -1.72785], [-5.03437, 0.10433, -3.20101], [-3.55685, -1.37448, -5.49352], [-3.96295, 0.34370, -5.33823], [0.51255, 1.55867, -7.51863], [0.29726, 1.56196, -6.04024], [-1.13159, 1.09102, -5.63286], [-0.92087, 0.10378, -4.71522], [0.34606, -0.19425, -4.57714], [0.78244, -1.03925, -3.78710], [1.10395, 0.63426, -5.33898], [1.58559, 1.52484, -7.70713], [0.19403, 2.53580, -7.88177], [0.00838, 0.74803, -8.04474], [0.40084, 2.52139, -5.53344], [-1.73109, 0.75253, -6.47792], [-1.61212, 1.78409, -4.94232]], "atomic_forces_ev_per_a": [[0.65, 0.21, 0.51], [-1.00, -2.18, 0.94], [-0.45, 1.09, -2.48], [-0.24, 0.04, -1.08], [0.51, 2.36, 4.96], [0.13, -3.24, -2.51], [0.24, 1.63, 0.50], [0.50, 0.32, -0.30], [-0.12, 0.61, 0.07], [0.01, -0.46, -0.12], [-0.09, 0.14, -0.14], [0.21, -0.29, -0.05], [-0.53, -0.31, -0.36], [0.25, -0.37, -0.51], [1.06, -0.37, 1.65], [1.58, 1.32, 2.14], [-1.10, -0.31, -1.50], [-2.18, -1.23, -2.19], [1.23, 0.89, 1.78], [-0.24, 1.01, -0.21], [-0.22, 0.53, -0.01], [0.58, -0.29, 0.13], [0.13, -0.05, -0.33], [-0.70, -0.28, -0.25], [0.40, -0.51, -0.82], [-0.71, -0.15, 0.10], [0.78, 0.63, 0.56], [-1.90, -2.04, -0.51], [-0.53, -0.25, 0.19], [3.25, -0.76, 0.77], [-2.50, 0.93, -2.76], [-0.13, 0.21, 0.61], [0.07, 0.42, 1.12], [0.05, 0.48, 0.25], [-0.01, -0.26, -0.10], [0.20, 0.14, -0.01], [0.03, 0.43, -0.11], [0.28, 0.18, 0.13], [0.26, -0.20, -0.18], [-0.56, -0.40, 1.07], [1.06, 0.18, 1.99], [-0.94, 0.19, 1.48], [0.17, 0.75, -1.55], [-0.29, -0.38, -2.29], [-0.03, 1.22, 2.06], [0.49, -3.26, -1.23], [-0.07, -0.01, -0.40], [0.14, -0.28, -0.62], [-0.30, 0.69, -0.13], [0.05, -0.01, -0.08], [-0.13, 0.49, -0.19], [0.37, 0.78, -0.11], [0.52, -0.06, -0.63], [0.94, 0.59, 0.31], [1.44, -0.48, -0.54], [0.15, -1.27, -1.63], [-4.50, -0.26, 3.14], [3.24, 1.21, -1.43], [-1.26, -0.63, 0.42], [0.30, 0.70, 0.39], [-0.52, -0.24, 0.11], [0.47, 0.20, -0.21], [-0.32, 0.03, 0.05], [0.13, -0.12, 0.03], [-0.48, 0.22, 0.05], [0.38, 1.18, -0.61], [-1.85, -0.09, 1.08], [0.49, -1.25, -0.25], [-0.79, -0.48, 0.19], [2.43, 2.58, 0.03], [-1.88, -2.42, 0.71], [1.00, 0.63, -0.49], [0.09, 0.04, 0.14], [-0.18, -0.41, 0.13], [0.21, -0.15, -0.38], [-0.23, -0.06, -0.18], [0.24, 0.09, 0.03], [0.09, 0.29, -0.36], [0.65, 0.51, -0.72], [0.49, -2.22, -2.91], [1.71, 0.10, -0.44], [-0.19, -0.10, 1.18], [-2.87, 2.03, 4.75], [2.58, -0.94, -2.34], [-3.18, 0.51, -0.41], [0.34, 0.11, 0.26], [0.20, 0.13, -0.19], [-0.32, -0.17, 0.35], [0.59, -0.31, -0.14], [0.15, 0.17, 0.30], [-0.11, 0.20, 0.30], [-1.30, -0.21, 1.07], [1.50, 1.31, -0.62], [-1.57, -1.15, 0.24], [-0.04, 0.45, 0.40], [0.58, 1.42, 2.78], [1.01, -1.85, -3.26], [-1.31, 1.44, -0.39], [0.04, -0.05, 0.03], [0.09, -0.14, -0.30], [0.06, 0.24, -0.18], [0.13, -0.02, 0.00], [-0.27, -0.15, 0.19], [1.08, -1.08, 0.00], [-0.10, -0.41, -0.32], [-2.21, 0.54, 2.73], [0.03, 0.51, 1.35], [0.71, -0.38, -1.75], [-0.08, -0.69, -1.47], [0.27, 0.23, -0.08], [1.47, 0.33, -0.06], [0.01, 0.18, -0.34], [0.10, -0.26, 0.02], [-0.37, 0.62, 0.30], [0.51, -0.41, -0.30], [-0.01, -0.31, -0.11], [-0.24, -0.02, -0.08], [-0.97, 0.05, -1.11], [0.19, 0.80, 3.20], [0.43, 1.12, -0.78], [1.60, -1.83, -1.19], [-0.97, -2.74, -1.40], [1.42, 1.03, 0.90], [-2.06, 3.03, 1.07], [-0.05, -0.35, 0.04], [0.37, -0.06, 0.62], [0.11, -0.01, 0.09], [-0.08, -0.21, -0.93], [-0.42, -0.03, 0.01], [0.48, -0.97, -0.52], [-0.74, 1.36, -2.90], [-1.18, 0.15, -0.72], [2.32, 0.13, -0.40], [0.04, -1.22, 1.67], [-0.72, -2.15, 0.78], [-0.40, 2.15, 0.05], [0.86, -0.21, 1.08], [-0.03, -0.19, 0.09], [-0.13, 0.16, -0.41], [0.15, -0.31, 0.24], [-0.12, 0.51, 0.51], [0.17, -0.29, -0.20], [-0.30, -0.03, 0.09], [-0.66, 1.01, -0.01], [2.11, -0.89, 2.11], [1.54, 0.65, -0.45], [0.01, 1.88, -2.88], [-4.25, -3.62, 1.48], [1.33, 1.04, -0.12], [-0.37, 0.08, 0.26], [0.44, 0.03, -0.71], [0.09, 0.14, 0.12], [-0.54, -0.49, -0.18], [-0.11, 0.17, -0.12], [0.57, 0.00, 0.65], [-0.16, 0.00, -0.10], [0.87, 0.69, 0.01], [-1.83, -0.08, 0.72], [-0.10, 1.92, -0.12], [-0.51, -2.94, 1.07], [2.45, -1.60, 2.17], [-0.95, 2.17, -2.14], [0.49, -1.12, 0.43], [0.05, -0.13, -0.17], [-0.25, -0.13, -0.32], [0.01, 0.04, 0.13], [0.63, 0.26, -0.46], [-0.14, 0.06, 0.12], [-0.58, 1.02, -1.19]], "lowdin_charge": [-0.01, -0.31, -0.09, 0.10, -0.53, 0.10, 0.06, 0.09, 0.07, 0.09, 0.16, 0.13, 0.14, -0.01, -0.33, -0.12, 0.08, -0.52, 0.11, 0.11, 0.10, 0.07, 0.10, 0.16, 0.14, 0.15, 0.02, -0.24, -0.06, 0.09, -0.63, 0.12, 0.09, 0.06, 0.07, 0.08, 0.12, 0.12, 0.11, -0.02, -0.33, -0.10, 0.09, -0.55, 0.13, 0.10, 0.09, 0.08, 0.08, 0.12, 0.14, 0.13, -0.01, -0.33, -0.08, 0.07, -0.53, 0.12, 0.11, 0.10, 0.07, 0.10, 0.16, 0.12, 0.14, -0.01, -0.32, -0.06, 0.07, -0.53, 0.13, 0.08, 0.08, 0.06, 0.08, 0.14, 0.13, 0.13, 0.00, -0.38, -0.13, 0.10, -0.55, 0.11, 0.14, 0.07, 0.10, 0.09, 0.14, 0.14, 0.11, 0.01, -0.28, -0.09, 0.07, -0.52, 0.10, 0.08, 0.07, 0.08, 0.09, 0.15, 0.14, 0.14, 0.00, -0.32, -0.09, 0.08, -0.57, 0.14, 0.11, 0.09, 0.09, 0.09, 0.15, 0.14, 0.12, 0.00, -0.33, -0.10, 0.09, -0.59, 0.15, 0.11, 0.08, 0.09, 0.04, 0.14, 0.14, 0.13, -0.03, -0.32, -0.06, 0.06, -0.53, 0.14, 0.09, 0.09, 0.09, 0.09, 0.14, 0.12, 0.13, 0.00, -0.31, -0.11, 0.12, -0.61, 0.14, 0.11, 0.05, 0.10, 0.08, 0.15, 0.15, 0.13, 0.00, -0.30, -0.11, 0.07, -0.51, 0.11, 0.09, 0.09, 0.09, 0.10, 0.14, 0.13, 0.13], "homo_energy_ev": -10.530, "relative_energy_kcal_mol": 132.4, "homo_lumo_gap_ev": 10.28, "lumo_ha": -0.009}